one.
Entry from the Open Molecules 2025 dataset: an isolated ion of composition C6H9N2 and charge +1 (the ωB97M-V functional and the def2-TZVPD basis).

The geometry in XYZ format:
```
17
C6H9N2 | the Open Molecules 2025 dataset | the ωB97M-V functional and the def2-TZVPD basis
N 2.422 0.167 -0.963
N -1.131 0.859 0.573
C 1.301 -0.068 -1.500
C -2.044 -0.147 1.258
C 0.113 1.083 1.192
C -0.584 -1.218 -0.828
C -1.249 -0.476 0.096
C 0.155 -0.499 -1.831
H 0.329 1.996 1.824
H 2.812 -0.695 -0.676
H -3.020 0.279 1.203
H -0.323 -0.665 -2.782
H -0.934 -2.315 -1.074
H 0.557 0.140 1.593
H 0.663 1.235 0.281
H 2.761 1.023 -0.524
H -1.829 -0.698 2.157
```

The HOMO energy comes out at -13.22 eV. As for the frontier orbital gap: 8.29 eV. As for the total charge: +1. As for the SMILES: CN1C/C1=C/C=C=[NH2+].



two.
Entry from the Open Molecules 2025 dataset: an isolated ion of composition C6H9N2 and charge +1 (the ωB97M-V functional and the def2-TZVPD basis).

The geometry in XYZ format:
```
17
C6H9N2 | the Open Molecules 2025 dataset | the ωB97M-V functional and the def2-TZVPD basis
N 2.367 1.194 -0.043
N -0.763 -1.614 0.184
C 0.085 0.987 -0.142
C 0.449 -1.927 0.202
C 1.366 0.352 0.009
C 1.521 -1.022 0.039
C -2.545 0.691 0.022
C -1.140 0.563 -0.062
H -2.898 0.153 -0.886
H 2.127 2.190 -0.238
H -2.776 0.088 0.950
H 0.068 2.064 -0.313
H 3.340 0.952 0.065
H 2.484 -1.302 0.038
H 0.857 -2.925 0.116
H -1.570 -2.197 -0.016
H -2.972 1.755 0.075
```

The HOMO energy comes out at -12.68 eV. As for the frontier orbital gap: 8.12 eV. As for the total charge: +1.



Which of them is most stable, and which least? Most stable: two; least stable: one.



one.
Entry from the Open Molecules 2025 dataset: C2H6NO3 as an isolated structure (the ωB97M-V functional and the def2-TZVPD basis).

The geometry in XYZ format:
```
12
C2H6NO3 | the Open Molecules 2025 dataset | the ωB97M-V functional and the def2-TZVPD basis
O 2.275 -0.584 0.477
O 0.365 1.114 0.873
O 4.241 -1.329 -0.276
N -0.118 1.563 -0.314
C -1.053 2.410 -0.300
C 3.268 -0.588 -0.279
H 3.256 0.237 -1.090
H -1.528 2.823 0.590
H -1.397 2.753 -1.265
H 1.136 0.446 0.649
H -5.517 -4.303 0.692
H -4.927 -4.540 0.243
```

The HOMO energy comes out at -4.58 eV. As for the frontier orbital gap: 8.50 eV. As for the total charge: -1.



two.
Entry from the Open Molecules 2025 dataset: an isolated ion of composition C2H6NO3 and charge -1 (the ωB97M-V functional and the def2-TZVPD basis).

The geometry in XYZ format:
```
12
C2H6NO3 | the Open Molecules 2025 dataset | the ωB97M-V functional and the def2-TZVPD basis
O -0.989 1.944 0.143
O -1.442 -0.120 -0.921
O 1.224 0.887 -0.985
N 0.561 0.233 0.443
C 0.803 -1.196 0.595
C -0.790 0.657 0.174
H -1.507 0.141 1.028
H -1.480 0.371 -1.748
H 1.403 -1.340 1.613
H 1.505 -1.554 -0.095
H 0.764 1.709 -0.745
H -0.053 -1.735 0.499
```

The HOMO energy comes out at -3.47 eV. As for the frontier orbital gap: 7.75 eV. As for the total charge: -1. As for the SMILES: CN(O)[C@@H]([O-])O.



three.
Entry from the Open Molecules 2025 dataset: a 2-piece molecular cluster, C2H6NO3 overall (the ωB97M-V functional and the def2-TZVPD basis).

The geometry in XYZ format:
```
12
C2H6NO3 | the Open Molecules 2025 dataset | the ωB97M-V functional and the def2-TZVPD basis
O 1.259 0.169 -0.062
O -0.829 0.974 0.211
O -0.262 1.354 3.212
N -0.444 -1.015 -1.099
C 0.032 0.108 -0.201
C 0.134 -1.532 -2.403
H 0.713 1.479 3.230
H 0.348 -0.836 -3.358
H 1.220 -2.085 -2.295
H -0.634 -2.307 -2.714
H -0.431 -1.884 -0.674
H -0.451 1.307 2.230
```

The HOMO energy comes out at -3.90 eV. As for the frontier orbital gap: 7.97 eV. As for the total charge: -1.



four.
Entry from the Open Molecules 2025 dataset: a 2-piece molecular cluster, C2H6NO3 overall (the ωB97M-V functional and the def2-TZVPD basis).

The geometry in XYZ format:
```
12
C2H6NO3 | the Open Molecules 2025 dataset | the ωB97M-V functional and the def2-TZVPD basis
O 1.643 0.274 1.587
O -0.374 -0.125 -2.787
O 0.824 0.315 -0.472
N -1.644 -0.612 0.369
C -0.687 -0.123 1.381
C 0.679 0.265 0.783
H -0.201 0.812 -2.903
H -1.181 -0.783 -0.500
H -2.421 0.017 0.262
H -0.463 -0.983 2.014
H -1.204 0.610 1.996
H 0.313 -0.285 -2.082
```

The HOMO energy comes out at -4.12 eV. As for the frontier orbital gap: 8.36 eV. As for the total charge: -1.



Which of them is most stable, and which least? Most stable: four; least stable: two.



one.
Entry from the Open Molecules 2025 dataset: one molecule with the formula C2H6O2 (the ωB97M-V functional and the def2-TZVPD basis).

The geometry in XYZ format:
```
10
C2H6O2 | the Open Molecules 2025 dataset | the ωB97M-V functional and the def2-TZVPD basis
O 0.914 0.012 -0.128
O -0.898 0.719 0.922
C 1.419 -0.392 -1.413
C -0.453 -0.311 0.096
H -0.089 1.167 1.288
H 0.699 -1.043 -1.930
H -0.991 -0.285 -0.861
H -0.550 -1.291 0.561
H 1.588 0.526 -1.977
H 2.405 -0.899 -1.299
```

The HOMO energy comes out at -10.01 eV. As for the frontier orbital gap: 11.04 eV. As for the total charge: 0. As for the SMILES: COCO.



two.
Entry from the Open Molecules 2025 dataset: a 2-piece molecular cluster, C2H6O2 overall (the ωB97M-V functional and the def2-TZVPD basis).

The geometry in XYZ format:
```
10
C2H6O2 | the Open Molecules 2025 dataset | the ωB97M-V functional and the def2-TZVPD basis
O 1.247 -0.549 -0.093
O -1.208 -1.308 0.028
C -1.061 -0.209 -0.465
C 0.335 0.333 -0.674
H 0.210 0.564 2.057
H 0.804 0.291 1.697
H 0.519 0.418 -1.754
H -1.931 0.393 -0.776
H 0.405 1.349 -0.250
H 0.680 -1.280 0.230
```

The HOMO energy comes out at -10.73 eV. As for the frontier orbital gap: 11.60 eV. As for the total charge: 0. As for the SMILES: [H][H].O=CCO.



three.
Entry from the Open Molecules 2025 dataset: C2H6O2 as an isolated structure (the ωB97M-V functional and the def2-TZVPD basis).

The geometry in XYZ format:
```
10
C2H6O2 | the Open Molecules 2025 dataset | the ωB97M-V functional and the def2-TZVPD basis
O -0.956 0.428 -0.511
O -0.311 -0.736 1.651
C 0.435 0.839 -0.900
C 0.430 -0.656 0.496
H 0.683 0.305 -1.831
H -1.173 -1.165 1.518
H 1.426 -0.425 0.754
H 0.239 -1.468 -0.208
H 0.329 1.909 -1.244
H -1.102 0.970 0.275
```

The HOMO energy comes out at -7.66 eV. As for the frontier orbital gap: 8.41 eV. As for the total charge: 0.



four.
Entry from the Open Molecules 2025 dataset: one molecule with the formula C2H6O2 (the ωB97M-V functional and the def2-TZVPD basis).

The geometry in XYZ format:
```
10
C2H6O2 | the Open Molecules 2025 dataset | the ωB97M-V functional and the def2-TZVPD basis
O -0.931 0.388 0.939
O -1.460 1.322 0.002
C 0.667 -0.598 -0.724
C 0.359 0.032 0.663
H -0.192 -0.926 -1.411
H 1.142 0.802 0.893
H 0.479 -0.897 1.225
H 1.221 0.139 -1.194
H -2.410 1.311 0.133
H 1.124 -1.572 -0.526
```

The HOMO energy comes out at -9.51 eV. As for the frontier orbital gap: 10.46 eV. As for the total charge: 0. As for the SMILES: CCOO.



Which of them is most stable, and which least? Most stable: one; least stable: three.



one.
Entry from the Open Molecules 2025 dataset: C31H23N7O4PSV as an isolated structure (the ωB97M-V functional and the def2-TZVPD basis).

The geometry in XYZ format:
```
68
C31H23N7O4PSV | the Open Molecules 2025 dataset | the ωB97M-V functional and the def2-TZVPD basis
V -0.920 1.407 1.211
S 2.027 1.527 -0.125
P -0.753 -1.162 0.665
O -2.758 0.694 2.301
O 1.856 0.088 -0.011
O 2.831 2.268 0.799
O -2.399 0.941 0.182
N -0.147 0.173 4.900
N 0.431 2.046 -0.002
N -1.087 1.069 7.044
N -1.063 3.461 0.830
N 0.080 1.257 2.779
N 0.862 4.365 -0.286
N 3.492 2.753 -5.678
C 3.522 3.407 -3.306
C 0.008 -3.911 3.713
C -0.023 -2.196 1.951
C -0.099 0.718 3.815
C 1.381 -3.930 3.728
C 2.098 1.080 -2.748
C -4.977 -1.423 0.691
C -2.855 -3.109 0.121
C -3.636 -0.992 0.866
C 1.378 -2.069 2.175
C 3.140 2.560 -4.356
C -2.551 -1.835 0.588
C -0.613 0.729 6.038
C 0.092 3.375 0.152
C -0.431 -1.243 -2.075
C 2.494 1.941 -1.705
C -5.219 -2.681 0.336
C 3.135 3.139 -1.993
C -3.039 0.348 1.157
C -0.114 -1.875 -3.262
C 0.416 5.575 0.058
C 0.922 -3.708 -2.099
C 2.409 1.435 -4.036
C -0.665 -3.054 2.830
C 0.561 -3.064 -3.275
C 2.072 -2.960 3.017
C -4.153 -3.512 0.025
C 0.620 -3.067 -0.869
C -0.092 -1.867 -0.869
C -0.721 5.784 0.873
C -1.445 4.664 1.237
H 4.129 4.260 -3.494
H 1.831 -4.659 4.396
H 1.440 -4.684 -2.161
H 3.980 3.588 -5.927
H 3.157 -2.868 3.118
H -1.758 -3.146 2.698
H 0.859 -3.446 -4.233
H -5.775 -0.758 0.792
H 0.916 -3.563 0.061
H -0.464 -4.608 4.354
H 3.422 3.824 -1.209
H -0.987 -0.335 -2.101
H -0.509 -1.412 -4.190
H 1.937 -1.263 1.641
H 2.854 2.398 -6.365
H 1.619 0.141 -2.480
H -2.023 -3.733 -0.164
H 2.155 0.736 -4.822
H 1.058 6.394 -0.280
H -6.248 -2.981 0.210
H -4.368 -4.543 -0.182
H -2.365 4.719 1.747
H -0.931 6.795 1.201
```

The HOMO energy (spin up / spin down) comes out at -10.92 / -10.92 eV. As for the frontier orbital gap (spin up / spin down): 5.65 / 6.31 eV. The spin multiplicity is 2. As for the expectation value of S²: 0.772. As for the total charge: +1.



two.
Entry from the Open Molecules 2025 dataset: C31H23N7O4PSV as an isolated structure (the ωB97M-V functional and the def2-TZVPD basis).

The geometry in XYZ format:
```
68
C31H23N7O4PSV | the Open Molecules 2025 dataset | the ωB97M-V functional and the def2-TZVPD basis
V 0.417 1.401 -0.148
S 0.991 0.555 2.368
P -0.473 -0.410 -1.549
O -0.066 0.086 1.371
O 0.747 2.086 -1.724
O 1.644 3.015 -3.640
O 2.028 -0.387 2.610
N 1.519 1.789 1.453
N 2.716 0.742 -0.097
N -4.848 0.022 1.680
N -1.312 2.281 0.187
N -3.611 2.056 0.991
N -1.086 1.667 7.627
N 3.807 2.051 1.503
C -3.692 1.194 -3.455
C 3.845 0.405 -0.687
C -4.239 0.937 1.296
C 4.985 1.781 0.838
C 2.782 1.542 0.974
C -0.587 1.551 6.402
C 1.391 -1.810 -4.826
C -1.004 -4.466 -0.902
C -2.411 0.842 -3.147
C -1.259 -3.139 -1.284
C 0.914 -2.516 -0.323
C 0.541 -0.440 -3.065
C 1.242 1.319 4.871
C -3.240 -0.671 -1.422
C 5.073 0.931 -0.225
C -2.148 -0.101 -2.089
C 0.167 -4.788 -0.213
C 1.157 0.673 -3.600
C 1.271 2.053 -3.064
C -1.494 1.264 5.352
C -0.295 -2.130 -1.031
C 2.001 0.481 -4.707
C 0.322 1.009 3.861
C -4.696 0.585 -2.741
C -1.045 1.049 4.084
C -2.444 2.103 0.507
C 0.799 1.600 6.120
C 0.699 -1.683 -3.648
C 1.117 -3.840 -0.011
C -4.501 -0.280 -1.688
C 2.128 -0.760 -5.368
H -2.086 1.688 7.808
H 3.693 -0.357 -1.472
H -1.603 1.039 -3.797
H -2.956 -1.302 -0.580
H 1.642 -1.796 -0.069
H -1.659 0.859 3.189
H -1.758 -5.228 -1.201
H 0.202 -2.577 -3.289
H 0.206 -5.775 0.136
H -0.636 2.038 8.470
H -2.563 1.134 5.510
H 2.792 -0.863 -6.184
H 1.619 1.681 6.814
H -5.671 0.802 -3.031
H 1.568 -2.728 -5.255
H -5.317 -0.857 -1.162
H 2.561 1.324 -5.148
H 2.012 -4.009 0.523
H -3.871 1.775 -4.323
H -2.144 -2.885 -1.739
H 2.272 1.418 4.755
H 5.836 2.295 1.238
H 6.009 0.678 -0.630
```

The HOMO energy (spin up / spin down) comes out at -10.96 / -10.97 eV. As for the frontier orbital gap (spin up / spin down): 6.30 / 6.96 eV. The spin multiplicity is 2. As for the expectation value of S²: 0.771. As for the total charge: +1.



Which of them is most stable, and which least? Most stable: one; least stable: two.



one.
Entry from the Open Molecules 2025 dataset: an isolated ion of composition C7H13N2 and charge +1 (the ωB97M-V functional and the def2-TZVPD basis).

The geometry in XYZ format:
```
22
C7H13N2 | the Open Molecules 2025 dataset | the ωB97M-V functional and the def2-TZVPD basis
N -0.884 -0.905 -0.218
N 1.008 -1.364 -1.809
C -0.423 -1.437 -1.509
C -0.915 0.059 1.918
C -0.965 1.438 -0.278
C -0.385 0.313 0.506
C 1.618 -0.127 -1.037
C -0.997 -2.160 -0.350
C 1.159 0.101 0.402
H 2.781 -0.198 -1.216
H -1.055 1.204 -1.441
H -0.288 2.318 -0.220
H -0.570 -0.868 2.411
H 1.755 0.920 0.724
H 1.536 -0.751 0.988
H -0.719 0.983 2.534
H 1.127 0.583 -1.704
H -1.407 -2.897 0.287
H -1.994 1.787 0.064
H -2.034 0.057 1.888
H 1.318 -2.266 -1.324
H -1.050 -1.305 -2.373
```

The HOMO energy comes out at -14.28 eV. As for the frontier orbital gap: 9.24 eV. As for the total charge: +1. As for the SMILES: CC1(C)CCN[C@H]2C=[N+]21.



two.
Entry from the Open Molecules 2025 dataset: an isolated ion of composition C7H13N2 and charge +1 (the ωB97M-V functional and the def2-TZVPD basis).

The geometry in XYZ format:
```
22
C7H13N2 | the Open Molecules 2025 dataset | the ωB97M-V functional and the def2-TZVPD basis
N 1.828 0.791 1.465
N -0.174 0.445 0.308
C -1.778 -0.441 -1.113
C 2.519 -0.390 0.973
C -0.016 1.279 -1.997
C 0.665 1.245 1.194
C -1.005 -0.421 1.160
C -1.800 -1.278 0.170
C -0.607 0.451 -0.936
H 2.344 1.329 2.157
H -1.299 -2.232 0.010
H -0.376 -1.011 1.828
H 2.308 -0.543 -0.085
H -1.652 0.210 1.774
H -1.703 -1.037 -2.022
H -2.678 0.176 -1.210
H -0.748 1.480 -2.778
H -2.808 -1.473 0.523
H 3.591 -0.270 1.113
H 0.819 0.750 -2.463
H 0.370 2.217 -1.600
H 2.200 -1.275 1.529
```

The HOMO energy comes out at -13.00 eV. As for the frontier orbital gap: 9.43 eV. As for the total charge: +1.



three.
Entry from the Open Molecules 2025 dataset: C7H13N2 as an isolated structure (the ωB97M-V functional and the def2-TZVPD basis).

The geometry in XYZ format:
```
22
C7H13N2 | the Open Molecules 2025 dataset | the ωB97M-V functional and the def2-TZVPD basis
N 2.319 -0.057 0.128
N 0.032 -0.048 -0.988
C -0.899 0.576 0.080
C 2.211 -1.208 -0.816
C 0.220 1.384 0.901
C -1.971 1.263 -0.698
C -1.504 -0.463 1.093
C 0.661 -1.420 -0.898
C 1.268 0.661 0.246
H 0.406 -1.960 -0.008
H -1.736 0.042 2.058
H -2.455 -0.868 0.600
H 0.308 -2.045 -1.784
H 2.576 -2.062 -0.327
H 0.342 1.368 1.999
H 2.937 -0.031 0.991
H -2.630 1.924 -0.151
H 2.598 -0.847 -1.852
H 0.179 2.507 0.798
H -0.753 -1.255 1.176
H -1.418 2.010 -1.379
H -2.692 0.529 -1.171
```

The HOMO energy comes out at -13.97 eV. As for the frontier orbital gap: 9.50 eV. As for the total charge: +1.



Which of them is most stable, and which least? Most stable: two; least stable: three.